[1]
65
Properties=species:S:1:pos:R:3:lowdin_charge:R:1 method="wB97M-V/def2-TZVPD" charge=+1 e_above_lowest_kcal_mol=4.6 e_tot_ev=-111674.036 largest_force_ev_per_a=0.500 orbital_gap_ha="0.2105 / 0.1337" spin_multiplicity=5
Co 0.453 0.004 -0.108 0.6909
C -1.334 -1.956 -3.601 -0.0391
C -0.459 -1.606 -2.562 -0.1083
N -0.748 -0.689 -1.669 0.0424
C -1.943 -0.039 -1.712 -0.1331
C -2.857 -0.291 -2.753 -0.1528
C -2.521 -1.286 -3.695 0.0031
C -4.055 0.461 -2.835 -0.0480
C -4.278 1.426 -1.904 -0.0726
C -3.387 1.663 -0.833 -0.0188
C -2.228 0.922 -0.657 -0.2194
N -1.279 0.979 0.336 -0.0016
C -1.255 1.803 1.429 -0.2022
C -2.239 2.636 1.941 -0.0118
C -2.021 3.461 3.064 -0.0716
C -0.835 3.485 3.733 -0.0501
C 0.188 2.603 3.310 -0.1551
C 1.420 2.500 3.991 0.0035
C 2.356 1.587 3.594 -0.0360
C 2.058 0.779 2.487 -0.1254
N 0.933 0.869 1.814 0.0666
C -0.017 1.768 2.193 -0.1296
H -1.055 -2.722 -4.309 0.1086
H 0.509 -2.085 -2.465 0.1135
H -3.219 -1.507 -4.493 0.1234
H -4.757 0.267 -3.635 0.1128
H -5.174 2.032 -1.961 0.1101
H -3.655 2.447 -0.153 0.0747
H -3.228 2.642 1.526 0.0794
H -2.836 4.091 3.397 0.1107
H -0.674 4.127 4.587 0.1121
H 1.601 3.145 4.842 0.1236
H 3.297 1.472 4.111 0.1095
H 2.768 0.030 2.148 0.0999
Cl 5.210 4.999 -0.989 0.8090
C 4.422 3.494 -0.853 -0.5682
C 5.180 2.372 -0.543 -0.1558
C 4.596 1.127 -0.414 -0.6281
I 5.724 -0.518 0.067 1.0514
C 3.172 0.963 -0.581 -0.3868
O 2.583 -0.123 -0.427 -0.0555
C 2.400 2.162 -0.940 -0.1324
N 1.093 1.951 -1.125 0.1155
C 0.329 2.983 -1.438 -0.0508
C 0.839 4.277 -1.587 0.0040
C 2.181 4.501 -1.399 0.0100
C 3.006 3.414 -1.066 -0.1564
H 6.245 2.494 -0.400 0.1039
H -0.728 2.779 -1.564 0.1177
H 0.170 5.086 -1.843 0.1214
H 2.601 5.492 -1.503 0.1050
O 0.418 -1.954 0.598 -0.5744
S 1.122 -2.762 1.674 1.0064
C 0.359 -4.408 1.531 -0.2920
C 1.435 -5.386 1.065 -0.2223
C 2.363 -4.587 0.155 -0.2218
C 2.678 -3.318 0.936 -0.3203
H -0.407 -4.243 0.772 0.1000
H -0.119 -4.667 2.472 0.0924
H 0.984 -6.242 0.566 0.1207
H 1.995 -5.766 1.923 0.1177
H 1.855 -4.331 -0.777 0.1154
H 3.270 -5.134 -0.099 0.1201
H 3.047 -2.476 0.351 0.0449
H 3.367 -3.509 1.763 0.1003

[2]
69
Properties=species:S:1:pos:R:3:lowdin_charge:R:1 method="wB97M-V/def2-TZVPD" charge=-1 e_tot_ev=-92631.803 largest_force_ev_per_a=3.202 orbital_gap_ha="0.2512 / 0.2511" spin_multiplicity=6
Sm 0.871 -0.219 0.624 1.5077
N 1.287 -1.792 5.297 0.0430
C 1.086 -1.515 3.989 -0.9327
S 1.171 0.150 3.498 0.4546
N 0.785 -2.513 3.194 -0.0797
N 0.678 -2.439 1.839 -0.1155
C 0.226 -3.589 1.373 -0.1054
C 0.295 -3.924 0.021 -0.1633
C -0.297 -5.167 -0.434 -0.0698
C -0.249 -5.585 -1.717 -0.1441
C 0.319 -4.727 -2.704 -0.0770
C 0.896 -3.502 -2.302 -0.0272
C 0.914 -3.097 -0.961 -0.3246
O 1.498 -1.900 -0.713 -0.3012
H 1.428 -0.981 5.902 0.0750
H 1.268 -2.725 5.621 0.0697
H -0.153 -4.274 2.202 0.1392
H -0.859 -5.768 0.286 0.1048
H -0.584 -6.608 -1.964 0.0946
H 0.324 -5.000 -3.805 0.1085
H 1.216 -2.814 -3.069 0.1099
C -4.278 5.046 -3.378 -0.0742
C -3.504 3.863 -2.943 -0.2865
C -2.810 3.825 -1.702 -0.0098
C -2.247 2.643 -1.245 -0.0607
C -2.213 1.570 -2.120 -0.2947
C -2.769 1.561 -3.361 -0.0427
C -3.560 2.699 -3.706 -0.0356
S -1.216 0.175 -1.691 0.5864
O 0.148 0.594 -1.866 -0.3495
O -1.609 -0.989 -2.487 -0.3147
N -1.333 0.039 -0.082 -0.2740
C -2.287 -0.718 0.559 -0.4140
C -3.171 -1.649 -0.081 -0.0336
C -3.881 -2.600 0.626 -0.0902
C -3.897 -2.419 2.033 -0.0951
C -3.117 -1.379 2.603 -0.1386
N -2.403 -0.493 1.878 0.1044
H -4.435 5.827 -2.592 0.0892
H -5.268 4.645 -3.740 0.0951
H -3.861 5.564 -4.230 0.0695
H -2.671 4.737 -1.118 0.1160
H -1.869 2.528 -0.235 0.1111
H -2.715 0.642 -4.016 0.1349
H -4.001 2.757 -4.693 0.1057
H -3.167 -1.713 -1.212 0.1068
H -4.439 -3.430 0.125 0.1131
H -4.279 -3.211 2.714 0.0926
H -3.059 -1.260 3.634 0.0762
F 0.374 5.475 -0.112 0.0085
C 1.297 4.531 0.327 -0.2417
C 0.928 3.230 0.024 -0.0758
C 1.716 2.166 0.345 -0.1873
C 3.024 2.405 0.768 -0.1481
C 3.335 3.766 1.128 -0.1429
F 4.554 4.025 1.776 -0.0095
C 2.474 4.845 0.922 0.0372
C 3.972 1.268 0.833 -0.2204
C 5.366 1.425 1.006 -0.0043
C 6.145 0.297 1.223 -0.0664
C 5.544 -0.980 1.094 -0.0601
C 4.155 -1.069 0.806 -0.0889
N 3.400 0.068 0.707 -0.0142
H 0.033 3.006 -0.490 0.0513
H 2.703 5.791 1.260 0.0974
H 5.767 2.437 1.003 0.1050
H 7.170 0.385 1.556 0.0968
H 6.177 -1.878 1.178 0.0974
H 3.656 -2.057 0.796 0.1124

[3]
68
Properties=species:S:1:pos:R:3:lowdin_charge:R:1 method="wB97M-V/def2-TZVPD" charge=-1 e_above_lowest_kcal_mol=27.4 e_tot_ev=-127448.201 largest_force_ev_per_a=2.147 orbital_gap_ha=0.2796 spin_multiplicity=1
Sc -2.008 -0.285 -0.590 0.5914
S -1.536 -2.410 1.057 0.3546
P -0.313 -0.909 1.651 0.3689
C -0.066 0.297 0.514 -0.5872
P 0.904 0.191 -0.883 0.4023
S -0.213 0.665 -2.495 0.3632
C 2.238 1.450 -0.683 -0.3221
C 3.560 1.118 -0.405 -0.0987
C 4.504 2.110 -0.142 -0.0952
C 4.129 3.443 -0.158 -0.1064
C 2.805 3.784 -0.432 -0.0898
C 1.867 2.796 -0.687 -0.0934
C 1.894 -1.283 -1.337 -0.3310
C 1.885 -2.478 -0.630 -0.0700
C 2.656 -3.559 -1.056 -0.0740
C 3.438 -3.452 -2.193 -0.0968
C 3.441 -2.263 -2.918 -0.0861
C 2.672 -1.192 -2.497 -0.1129
C 1.175 -1.596 2.446 -0.3471
C 2.332 -0.823 2.442 -0.0823
C 3.495 -1.300 3.034 -0.0792
C 3.504 -2.556 3.629 -0.0962
C 2.351 -3.333 3.629 -0.0866
C 1.188 -2.855 3.036 -0.0975
C -1.140 -0.057 3.058 -0.3184
C -0.673 1.200 3.446 -0.0823
C -1.284 1.889 4.482 -0.0886
C -2.380 1.335 5.138 -0.1009
C -2.855 0.091 4.754 -0.0895
C -2.234 -0.603 3.718 -0.1009
H 3.861 0.077 -0.387 0.1001
H 5.531 1.836 0.072 0.0958
H 4.861 4.217 0.045 0.0934
H 2.506 4.826 -0.443 0.0973
H 0.835 3.054 -0.895 0.0975
H 1.261 -2.595 0.245 0.0518
H 2.632 -4.485 -0.495 0.1019
H 4.033 -4.294 -2.527 0.0956
H 4.038 -2.178 -3.819 0.0983
H 2.658 -0.276 -3.075 0.1007
H 2.318 0.147 1.955 0.0934
H 4.395 -0.697 3.021 0.0999
H 4.412 -2.933 4.084 0.0956
H 2.360 -4.317 4.085 0.0977
H 0.290 -3.463 3.010 0.0839
H 0.153 1.646 2.903 0.1000
H -0.918 2.868 4.768 0.0970
H -2.870 1.882 5.935 0.0949
H -3.717 -0.340 5.250 0.0979
H -2.611 -1.568 3.403 0.0637
O -4.703 -1.901 -2.761 -0.2723
S -3.437 -1.386 -3.192 0.5032
O -2.872 -1.908 -4.401 -0.2900
O -2.413 -1.443 -2.081 -0.4627
C -3.736 0.361 -3.475 -0.2260
C -3.548 0.774 -4.787 -0.0511
C -3.911 2.048 -5.190 -0.0645
C -4.488 2.924 -4.290 -0.0698
C -4.666 2.543 -2.970 -0.0562
C -4.286 1.272 -2.546 -0.2119
S -4.238 1.121 -0.760 0.5264
O -4.185 -0.298 -0.361 -0.3419
O -5.291 1.909 -0.217 -0.2531
O -2.847 1.601 -0.479 -0.3671
H -3.124 0.064 -5.483 0.1114
H -3.748 2.351 -6.217 0.1050
H -4.785 3.917 -4.605 0.1039
H -5.086 3.228 -2.246 0.1132

[4]
68
Properties=species:S:1:pos:R:3:lowdin_charge:R:1 method="wB97M-V/def2-TZVPD" charge=-1 e_above_lowest_kcal_mol=0.0 e_tot_ev=-136228.257 largest_force_ev_per_a=4.015 orbital_gap_ha=0.1297 spin_multiplicity=1
Al 3.718 6.122 20.858 0.2039
O 4.213 11.625 22.877 0.0482
C 4.054 10.436 22.186 -0.2606
C 5.030 9.891 21.330 0.0283
C 4.671 8.736 20.690 -0.0523
N 3.556 8.021 21.067 -0.0132
C 2.619 8.590 21.833 -0.6490
Br 0.938 7.752 22.278 0.8521
C 2.813 9.828 22.390 -0.0519
H 5.071 12.061 22.654 0.1258
H 5.998 10.395 21.185 0.1297
H 5.237 8.281 19.873 0.1165
H 2.064 10.316 23.013 0.1198
O 4.689 4.082 21.427 0.0748
C 4.979 4.667 22.505 -0.3684
N 4.602 5.988 22.576 0.1486
C 4.946 6.494 23.829 -0.3695
O 4.792 7.654 24.176 0.0899
C 5.511 5.350 24.612 -0.0616
C 5.893 5.227 25.949 -0.0024
C 6.362 3.990 26.410 -0.0728
C 6.404 2.893 25.542 -0.0810
C 5.999 2.995 24.212 0.0114
C 5.574 4.244 23.740 -0.0737
H 5.828 6.096 26.618 0.1218
H 6.706 3.881 27.440 0.1025
H 6.770 1.928 25.913 0.1056
H 6.048 2.114 23.567 0.1255
N 1.378 5.918 17.265 0.1193
C 0.878 6.836 18.157 -0.9385
N -0.312 6.495 18.736 0.0803
S 1.624 8.337 18.373 0.5578
H 1.184 4.936 17.383 0.0962
H 2.306 6.149 16.930 0.0534
H -0.664 5.553 18.714 0.0947
H -0.638 7.081 19.486 0.0630
C 1.393 2.633 19.655 -0.0405
O 2.285 3.789 19.762 -0.1498
C 2.101 4.796 20.642 -0.4616
O 1.085 4.900 21.320 -0.1105
H 1.928 1.780 20.099 0.0880
H 1.270 2.449 18.576 0.0811
H 0.465 2.858 20.190 0.0717
C 4.455 5.965 19.073 -0.0233
C 4.550 5.751 17.839 -0.1727
C 4.574 5.416 16.496 -0.2519
C 4.527 6.520 15.551 -0.2044
C 5.189 7.738 15.813 -0.0443
C 5.162 8.786 14.883 -0.1193
C 4.386 8.684 13.732 -0.1477
C 3.687 7.503 13.487 -0.1248
C 3.760 6.425 14.353 -0.0689
C 4.492 4.020 16.123 -0.1929
C 4.268 3.053 17.121 -0.0462
C 3.974 1.734 16.779 -0.1246
C 4.015 1.326 15.443 -0.1596
C 4.365 2.242 14.456 -0.1294
C 4.634 3.564 14.795 -0.0719
H 5.766 7.854 16.721 0.0966
H 5.724 9.698 15.111 0.0891
H 4.333 9.559 13.060 0.0871
H 3.062 7.401 12.590 0.0931
H 3.203 5.504 14.119 0.1071
H 4.310 3.323 18.182 0.0973
H 3.793 1.012 17.585 0.0918
H 3.732 0.295 15.186 0.0804
H 4.391 1.958 13.406 0.0876
H 4.924 4.279 14.018 0.0992

- Which value of charge does entry 4 give?
  -1

Repeat the third record exactly.
68
Properties=species:S:1:pos:R:3:lowdin_charge:R:1 method="wB97M-V/def2-TZVPD" charge=-1 e_above_lowest_kcal_mol=27.4 e_tot_ev=-127448.201 largest_force_ev_per_a=2.147 orbital_gap_ha=0.2796 spin_multiplicity=1
Sc -2.008 -0.285 -0.590 0.5914
S -1.536 -2.410 1.057 0.3546
P -0.313 -0.909 1.651 0.3689
C -0.066 0.297 0.514 -0.5872
P 0.904 0.191 -0.883 0.4023
S -0.213 0.665 -2.495 0.3632
C 2.238 1.450 -0.683 -0.3221
C 3.560 1.118 -0.405 -0.0987
C 4.504 2.110 -0.142 -0.0952
C 4.129 3.443 -0.158 -0.1064
C 2.805 3.784 -0.432 -0.0898
C 1.867 2.796 -0.687 -0.0934
C 1.894 -1.283 -1.337 -0.3310
C 1.885 -2.478 -0.630 -0.0700
C 2.656 -3.559 -1.056 -0.0740
C 3.438 -3.452 -2.193 -0.0968
C 3.441 -2.263 -2.918 -0.0861
C 2.672 -1.192 -2.497 -0.1129
C 1.175 -1.596 2.446 -0.3471
C 2.332 -0.823 2.442 -0.0823
C 3.495 -1.300 3.034 -0.0792
C 3.504 -2.556 3.629 -0.0962
C 2.351 -3.333 3.629 -0.0866
C 1.188 -2.855 3.036 -0.0975
C -1.140 -0.057 3.058 -0.3184
C -0.673 1.200 3.446 -0.0823
C -1.284 1.889 4.482 -0.0886
C -2.380 1.335 5.138 -0.1009
C -2.855 0.091 4.754 -0.0895
C -2.234 -0.603 3.718 -0.1009
H 3.861 0.077 -0.387 0.1001
H 5.531 1.836 0.072 0.0958
H 4.861 4.217 0.045 0.0934
H 2.506 4.826 -0.443 0.0973
H 0.835 3.054 -0.895 0.0975
H 1.261 -2.595 0.245 0.0518
H 2.632 -4.485 -0.495 0.1019
H 4.033 -4.294 -2.527 0.0956
H 4.038 -2.178 -3.819 0.0983
H 2.658 -0.276 -3.075 0.1007
H 2.318 0.147 1.955 0.0934
H 4.395 -0.697 3.021 0.0999
H 4.412 -2.933 4.084 0.0956
H 2.360 -4.317 4.085 0.0977
H 0.290 -3.463 3.010 0.0839
H 0.153 1.646 2.903 0.1000
H -0.918 2.868 4.768 0.0970
H -2.870 1.882 5.935 0.0949
H -3.717 -0.340 5.250 0.0979
H -2.611 -1.568 3.403 0.0637
O -4.703 -1.901 -2.761 -0.2723
S -3.437 -1.386 -3.192 0.5032
O -2.872 -1.908 -4.401 -0.2900
O -2.413 -1.443 -2.081 -0.4627
C -3.736 0.361 -3.475 -0.2260
C -3.548 0.774 -4.787 -0.0511
C -3.911 2.048 -5.190 -0.0645
C -4.488 2.924 -4.290 -0.0698
C -4.666 2.543 -2.970 -0.0562
C -4.286 1.272 -2.546 -0.2119
S -4.238 1.121 -0.760 0.5264
O -4.185 -0.298 -0.361 -0.3419
O -5.291 1.909 -0.217 -0.2531
O -2.847 1.601 -0.479 -0.3671
H -3.124 0.064 -5.483 0.1114
H -3.748 2.351 -6.217 0.1050
H -4.785 3.917 -4.605 0.1039
H -5.086 3.228 -2.246 0.1132

- Which of these has the highest charge?
  C31H24ClCoIN4O2S

- What is the charge in the third record?
  -1